ORCA calculation (ωB97M-V/def2-TZVPD) on a structure of composition C37H74O16 in a non-equilibrium geometry.

```
127
Properties=species:S:1:pos:R:3
C 0.887 -4.686 1.303
C 0.401 -5.966 1.874
C 0.530 -5.684 3.355
O 0.117 -4.273 3.533
C 0.482 -3.596 2.314
H 0.638 -4.380 0.287
H 1.974 -4.767 1.307
H 1.063 -6.815 1.702
H -0.587 -6.324 1.584
H 1.579 -5.692 3.653
H -0.042 -6.283 4.063
H 1.297 -2.884 2.449
H -0.455 -3.057 2.172
C 0.999 1.321 2.922
C 0.300 2.457 3.602
C -0.748 1.820 4.418
O 0.155 0.813 4.956
C 0.916 0.183 3.941
H 2.016 1.613 2.660
H 0.558 1.211 1.931
H -0.029 3.237 2.915
H 0.906 3.007 4.322
H -1.560 1.401 3.823
H -1.177 2.620 5.021
H 0.338 -0.663 3.570
H 1.923 -0.101 4.248
C -1.246 -1.446 -1.841
C -1.830 -1.764 -3.160
C -2.398 -0.392 -3.551
O -1.294 0.448 -3.182
C -0.747 -0.024 -1.959
H -0.548 -2.246 -1.599
H -2.007 -1.622 -1.081
H -2.613 -2.510 -3.020
H -1.148 -2.209 -3.885
H -3.318 -0.017 -3.103
H -2.658 -0.291 -4.605
H -1.040 0.629 -1.137
H 0.338 0.078 -1.965
C 2.683 -0.416 0.312
C 3.978 -0.086 -0.361
C 4.524 1.041 0.562
O 3.515 1.462 1.504
C 2.309 0.934 0.950
H 2.846 -1.159 1.093
H 1.920 -0.739 -0.396
H 3.872 0.332 -1.362
H 4.723 -0.855 -0.563
H 4.877 1.827 -0.106
H 5.302 0.615 1.196
H 1.885 1.645 0.240
H 1.559 0.919 1.741
C -2.507 -3.001 4.455
C -2.198 -1.554 3.994
C -1.471 -1.724 2.566
O -1.697 -3.149 2.270
C -1.824 -3.935 3.497
H -3.564 -3.254 4.367
H -2.083 -3.269 5.422
H -1.609 -0.921 4.658
H -3.142 -1.028 3.846
H -0.396 -1.559 2.639
H -2.001 -1.031 1.912
H -0.810 -4.297 3.667
H -2.428 -4.824 3.316
C 1.877 0.684 -2.821
C 2.378 0.866 -4.198
C 3.157 -0.370 -4.561
O 2.474 -1.349 -3.865
C 1.973 -0.788 -2.624
H 0.832 0.962 -2.683
H 2.405 1.263 -2.063
H 3.009 1.754 -4.229
H 1.531 0.862 -4.885
H 4.136 -0.465 -4.092
H 3.159 -0.717 -5.595
H 2.709 -1.130 -1.896
H 1.039 -1.234 -2.283
C 1.826 3.325 -3.360
C 0.681 2.767 -2.631
C -0.559 3.396 -3.155
O -0.293 3.418 -4.556
C 1.183 3.389 -4.752
H 2.699 2.681 -3.476
H 2.192 4.317 -3.098
H 0.767 3.020 -1.575
H 0.678 1.678 -2.662
H -0.612 4.448 -2.877
H -1.405 2.765 -2.881
H 1.565 4.307 -5.201
H 1.551 2.578 -5.380
C -1.516 2.607 1.674
O -2.219 1.846 0.686
C -2.730 0.628 0.898
O -2.783 0.010 1.972
O -3.171 0.172 -0.288
C -3.486 -1.143 -0.499
H -1.519 2.148 2.663
H -1.944 3.590 1.871
H -0.493 2.717 1.315
H -4.333 -1.463 0.108
H -2.769 -1.823 -0.040
H -3.624 -1.224 -1.578
C -1.109 4.818 -0.372
O -2.130 3.840 -0.573
C -1.836 2.790 -1.332
O -0.741 2.221 -1.439
O -3.099 2.380 -1.784
C -3.290 1.232 -2.570
H -0.242 4.281 0.014
H -1.439 5.513 0.400
H -0.838 5.405 -1.249
H -3.489 1.644 -3.560
H -4.176 0.724 -2.189
H -2.351 0.746 -2.836
C 0.366 1.838 -0.908
O 0.760 0.477 -0.683
C 0.218 -0.129 0.376
O -0.659 0.231 1.120
O 0.835 -1.208 0.572
C 0.554 -2.017 1.644
H 0.439 1.984 -1.986
H 0.972 2.605 -0.426
H -0.677 1.895 -0.597
H 1.081 -2.970 1.605
H -0.467 -2.378 1.522
H 0.719 -1.534 2.607
```

The spin multiplicity is 1. For the HOMO energy, the calculation gives -4.286 eV. The calculation puts the energy above the lowest of the compared OMol25 structures with the same formula, charge and spin at 1967.9 kcal/mol. The value obtained for the max |F| is 0.36845 hartree/bohr. The calculation puts the total energy at -72240.2085 eV. Its gap between HOMO and LUMO is 0.1721 Eh.